<w>
21
Properties=species:S:1:pos:R:3 method="wB97M-V/def2-TZVPD" smiles=C[C@H](N)CN.O.O orbital_gap_ev=9.990 multiplicity=1 charge=0 homo_ev=-9.02 lumo_energy_ev=0.9692
C -0.858 -2.322 1.012
C 0.127 -1.172 0.714
N -0.620 -0.014 0.226
C 1.203 -1.658 -0.274
N 1.928 -0.573 -0.903
H -0.660 -3.197 0.376
H -0.838 -2.659 2.049
H -1.880 -2.011 0.810
H 0.550 -0.918 1.691
H -0.888 -0.227 -0.734
H 0.024 0.765 0.133
H 0.620 -2.234 -1.024
H 1.846 -2.400 0.194
H 1.497 -0.279 -1.769
H 2.875 -0.800 -1.176
O -5.905 1.696 0.420
H -5.979 2.557 -0.007
H -6.723 1.274 0.134
O 4.341 4.624 -0.302
H 5.299 4.614 -0.407
H 4.039 4.934 -1.163

<x>
21
Properties=species:S:1:pos:R:3 method="wB97M-V/def2-TZVPD" smiles=NCCCN.O.O orbital_gap_ev=9.557 multiplicity=1 charge=0 homo_ev=-8.84 lumo_energy_ev=0.7179
N 0.636 1.940 0.514
C 0.286 1.168 -0.692
C 1.245 -0.060 -0.945
C 0.480 -1.116 -1.712
N 0.071 -2.302 -0.881
H 1.536 1.744 0.934
H 0.662 2.942 0.351
H -0.740 0.756 -0.559
H 0.291 1.880 -1.539
H 1.762 -0.449 -0.062
H 2.015 0.331 -1.651
H -0.365 -0.813 -2.315
H 1.230 -1.569 -2.449
H 0.109 -2.091 0.115
H 0.640 -3.097 -1.147
O -0.943 0.558 2.690
H -0.413 1.313 2.349
H -0.337 -0.072 3.097
O -2.664 -0.573 0.987
H -3.493 -0.480 1.465
H -2.007 -0.011 1.452

Preferred: <w>; penalty for the next structure: 0.0047 hartree.

<w>
21
Properties=species:S:1:pos:R:3 method="wB97M-V/def2-TZVPD" smiles=NCCCN.O.O orbital_gap_ev=10.267 multiplicity=1 charge=0 homo_ev=-9.56 lumo_energy_ev=0.7089
N -3.470 0.698 0.951
C -2.711 0.730 -0.291
C -1.199 0.715 -0.024
C -0.437 -0.138 -1.050
N 0.992 0.197 -1.035
H -4.417 1.015 0.785
H -3.574 -0.236 1.335
H -2.958 -0.091 -0.944
H -2.934 1.657 -0.824
H -1.015 0.188 0.916
H -0.831 1.732 0.119
H -0.557 -1.188 -0.828
H -0.854 0.071 -2.048
H 1.096 1.192 -1.179
H 1.501 -0.250 -1.791
O 2.630 -0.117 1.392
H 2.084 -0.759 1.855
H 2.195 0.131 0.552
O 5.208 -1.718 0.630
H 4.733 -2.485 0.281
H 4.521 -1.341 1.199

<x>
21
Properties=species:S:1:pos:R:3 method="wB97M-V/def2-TZVPD" smiles=C[C@@H](N)CN.O.O orbital_gap_ev=9.631 multiplicity=1 charge=0 homo_ev=-8.92 lumo_energy_ev=0.7128
C 1.978 0.255 -1.849
C 0.681 -0.281 -1.194
N 0.931 -0.994 0.047
C -0.391 0.804 -1.106
N -1.755 0.367 -0.936
H 1.942 1.117 -2.509
H 2.429 -0.546 -2.438
H 2.674 0.498 -1.040
H 0.257 -1.002 -1.904
H 1.422 -0.438 0.736
H 1.456 -1.825 -0.167
H -0.207 1.490 -0.272
H -0.280 1.416 -2.004
H -2.025 -0.530 -1.308
H -2.093 0.416 0.012
O -0.521 -1.861 2.464
H 0.204 -2.379 2.108
H -1.254 -2.019 1.864
O -1.740 2.158 2.929
H -2.138 1.311 2.693
H -1.569 2.044 3.875

<y>
21
Properties=species:S:1:pos:R:3 method="wB97M-V/def2-TZVPD" smiles=C[C@H](N)CN.O.O orbital_gap_ev=10.020 multiplicity=1 charge=0 homo_ev=-9.23 lumo_energy_ev=0.7928
C -1.474 0.278 1.804
C -0.191 -0.401 1.168
N 0.787 0.551 0.697
C -0.754 -1.250 -0.045
N 0.220 -1.871 -0.953
H -2.051 -0.570 2.426
H -1.302 1.084 2.574
H -2.108 0.931 1.134
H 0.307 -1.220 1.668
H 0.476 1.075 -0.215
H 1.117 1.193 1.439
H -1.449 -0.545 -0.659
H -1.356 -1.950 0.425
H 0.576 -2.709 -0.438
H 1.043 -1.410 -1.236
O 2.809 5.389 -0.475
H 3.530 5.965 -0.410
H 1.960 5.906 -0.258
O -1.125 -3.547 -2.994
H -0.603 -2.761 -2.586
H -0.413 -4.138 -3.068

<z>
21
Properties=species:S:1:pos:R:3 method="wB97M-V/def2-TZVPD" smiles=CCNCN.O.O orbital_gap_ev=9.693 multiplicity=1 charge=0 homo_ev=-8.91 lumo_energy_ev=0.7853
C -0.011 -0.461 -2.826
C 0.009 -0.600 -1.297
N -0.382 0.665 -0.702
C -0.614 0.642 0.760
N -0.374 1.891 1.422
H -1.028 -0.266 -3.169
H 0.369 -1.308 -3.394
H 0.663 0.364 -3.071
H -0.597 -1.463 -0.994
H 1.045 -0.785 -1.005
H -1.189 1.002 -1.193
H -0.065 -0.204 1.161
H -1.691 0.427 0.853
H 0.622 2.063 1.448
H -0.839 2.634 0.913
O -1.403 -2.777 2.352
H -1.000 -3.592 2.657
H -0.767 -2.334 1.768
O 2.448 0.984 0.082
H 2.019 1.457 -0.638
H 3.356 1.240 -0.085

Preferred: <w>; penalty for the next structure: 0.0097 hartree.

<w>
22
Properties=species:S:1:pos:R:3 method="wB97M-V/def2-TZVPD" orbital_gap_ev=5.812 multiplicity=1 charge=0 homo_ev=-8.32 lumo_energy_ev=-2.5067
C -1.746 1.227 -0.394
C -2.342 -0.150 -0.658
S -1.703 -1.495 0.484
C -0.283 1.172 -0.227
N 0.467 0.266 -1.126
C 1.872 0.017 -0.710
C 2.017 -1.109 0.299
N 1.320 -0.745 1.544
H -2.118 1.489 0.606
H -2.080 1.973 -1.122
H -2.252 -0.297 -1.740
H -3.414 -0.024 -0.449
H -1.050 0.125 2.186
H -0.087 0.903 0.844
H 0.110 2.176 -0.430
H 0.019 -0.655 -1.165
H 2.423 0.922 -0.385
H 2.344 -0.377 -1.626
H 1.546 -2.017 -0.094
H 3.081 -1.296 0.368
H 1.604 -1.402 2.289
H 0.273 -0.702 1.506

<x>
22
Properties=species:S:1:pos:R:3 method="wB97M-V/def2-TZVPD" orbital_gap_ev=7.645 multiplicity=1 charge=0 homo_ev=-8.27 lumo_energy_ev=-0.6227
C -1.157 1.306 -2.422
C -0.352 1.931 -1.281
S 1.052 0.877 -0.787
N -1.740 0.040 -1.969
H -0.459 1.182 -3.278
H -1.956 1.994 -2.705
H -1.057 2.107 -0.440
H 0.016 2.916 -1.601
H -0.965 -0.477 -1.546
H -2.080 -0.507 -2.748
C 0.459 -2.727 0.620
C 0.013 -1.866 1.765
C 0.584 -0.679 2.052
N 0.145 0.132 3.145
H 1.171 -2.167 0.002
H 0.894 -3.672 0.978
H -0.420 -2.962 0.008
H -0.812 -2.195 2.396
H 1.543 -0.425 1.611
H 0.166 -0.337 4.038
H 0.633 1.022 3.199
H -0.080 0.398 0.861

Preferred: <x>; penalty for the next structure: 0.0583 hartree.